{"formula": "C18H26I2N4O6PdSi2", "method": "the ωB97M-V functional and the def2-TZVPD basis", "symbols": ["Pd", "I", "C", "I", "H", "H", "C", "Si", "C", "C", "C", "Si", "C", "C", "C", "H", "H", "H", "H", "H", "H", "H", "H", "H", "H", "H", "H", "H", "H", "H", "H", "H", "H", "H", "N", "C", "N", "C", "N", "O", "C", "O", "H", "O", "C", "O", "C", "C", "C", "C", "C", "C", "N", "O", "O", "H", "H", "H", "H"], "xyz": [[-0.04941, 0.09033, -0.41674], [0.93479, 3.09797, -0.06824], [-0.96858, 3.52054, 0.76011], [-1.74364, 1.99437, 1.99983], [-1.65247, 3.63599, -0.07185], [-0.86561, 4.41645, 1.35887], [3.93231, -2.23108, 1.35938], [3.37646, -0.53635, 1.93708], [4.03414, -0.16980, 3.65798], [3.89810, 0.81706, 0.76850], [1.47460, -0.66657, 2.13406], [0.52486, -2.02433, 3.09848], [0.53149, -3.45655, 1.88363], [1.50169, -2.45996, 4.63776], [-1.18803, -1.47276, 3.57701], [5.00049, -2.15743, 1.14678], [3.41379, -2.54179, 0.45709], [3.79032, -2.99419, 2.12014], [5.06814, 0.15665, 3.53823], [4.02279, -1.03599, 4.31263], [3.49422, 0.63584, 4.15272], [4.91309, 0.59400, 0.43389], [3.91489, 1.78300, 1.27118], [3.27032, 0.90061, -0.11703], [0.83688, -0.03488, 1.49258], [1.50959, -3.92357, 1.80873], [0.21994, -3.16422, 0.88613], [-0.18072, -4.18477, 2.27739], [2.46948, -2.90194, 4.41558], [0.92603, -3.19307, 5.20334], [1.66114, -1.59955, 5.28426], [-1.76259, -1.12697, 2.72074], [-1.16847, -0.69628, 4.34116], [-1.69220, -2.34372, 4.00179], [-3.50823, -3.38274, -2.96302], [-2.74638, -3.22538, -2.11323], [-1.85742, -3.14659, -1.13797], [-1.63206, -2.09788, -0.50330], [-1.38843, -1.18522, 0.22877], [1.33816, -1.44577, -0.48346], [1.99516, -0.98784, -1.50405], [1.85229, 0.15462, -1.91723], [2.70682, -1.69339, -1.96359], [-1.54941, 1.38363, -1.28784], [-1.75693, 0.69863, -2.37149], [-1.18602, -0.36273, -2.61527], [-2.76158, 1.25015, -3.34071], [-3.23374, 0.42815, -4.35841], [-4.17290, 0.90675, -5.25664], [-4.60704, 2.21311, -5.11243], [-4.15370, 3.05654, -4.11354], [-3.22545, 2.55645, -3.21743], [-5.60283, 2.73451, -6.06720], [-5.99609, 1.98448, -6.93483], [-5.96573, 3.88453, -5.92658], [-2.86347, -0.58385, -4.43150], [-4.56415, 0.29008, -6.05066], [-4.52811, 4.06657, -4.04940], [-2.84694, 3.17642, -2.41821]], "atomic_forces_ev_per_a": [[-0.364, 0.376, -1.523], [0.133, -0.059, 0.074], [-0.027, 0.021, -0.009], [0.036, 0.081, 0.181], [0.028, -0.010, 0.046], [-0.054, 0.010, -0.066], [-0.046, 0.185, 0.062], [0.104, 0.044, 0.024], [-0.141, 0.006, -0.120], [-0.085, -0.139, 0.063], [0.049, -0.562, -0.457], [-0.046, -0.127, 0.113], [0.026, 0.197, 0.004], [-0.069, 0.089, -0.158], [0.164, -0.002, -0.028], [0.054, -0.031, -0.009], [-0.028, -0.002, -0.065], [-0.010, -0.064, 0.116], [0.068, 0.018, 0.006], [-0.008, -0.110, 0.033], [-0.029, 0.099, 0.008], [0.069, 0.036, -0.013], [-0.018, 0.061, 0.042], [-0.016, -0.047, -0.023], [0.094, 0.399, 0.618], [0.097, -0.044, 0.067], [-0.031, 0.000, 0.001], [-0.024, -0.045, 0.019], [0.108, -0.062, -0.067], [-0.045, -0.056, 0.042], [-0.017, 0.088, 0.071], [0.002, -0.028, -0.089], [0.020, 0.050, 0.041], [-0.061, -0.011, 0.025], [-0.110, -0.015, -0.176], [-0.254, 0.000, -0.204], [0.344, -0.154, 0.283], [-0.109, 0.315, 0.127], [-0.357, -0.290, 0.286], [0.152, 0.273, 0.459], [0.195, -0.201, 0.158], [0.155, 0.231, -0.060], [-0.119, 0.056, -0.016], [0.431, -0.639, 0.364], [0.037, -0.094, 0.114], [-0.254, 0.041, -0.472], [-0.070, 0.157, 0.103], [0.019, 0.030, 0.003], [0.052, 0.085, 0.103], [-0.023, -0.014, -0.029], [0.046, -0.108, 0.010], [0.015, -0.042, -0.034], [0.066, -0.025, 0.044], [-0.068, -0.013, -0.086], [-0.073, 0.080, -0.039], [0.011, -0.046, 0.031], [-0.016, 0.006, -0.009], [-0.003, -0.004, -0.009], [-0.001, 0.012, 0.027]], "lowdin_charge": [0.84, 0.87, -1.14, 0.81, -0.05, -0.04, -0.15, 0.48, -0.16, -0.18, 0.06, 0.48, -0.13, -0.17, -0.19, 0.05, 0.02, 0.03, 0.04, 0.02, 0.04, 0.05, 0.03, -0.02, -0.06, 0.03, 0.00, 0.05, 0.03, 0.04, 0.04, -0.02, 0.03, 0.04, 0.12, -0.36, 0.12, -0.34, 0.02, -0.19, -0.49, -0.06, 0.15, -0.23, -0.58, 0.00, -0.11, 0.02, 0.02, -0.14, 0.01, 0.00, -0.36, 0.08, 0.07, 0.12, 0.12, 0.12, 0.11], "largest_force_ev_per_a": 1.6, "total_charge": 0, "e_above_lowest_ev": 1.948, "e_tot_ev": -72764.303, "lumo_ev": [-3.6315, -3.6312], "orbital_gap_ev": [5.22, 5.22]}